Entry 1:
12
Properties=species:S:1:pos:R:3:forces:R:3:mulliken_charge:R:1 method="wB97M-V/def2-TZVPD" molar_mass_da=93.11 total_charge=+1 e_tot_ha=-302.66763 gap_ha=0.3577 largest_force_ha_per_bohr=0.07128 homo_energy_ev=-15.62 relative_energy_kcal_mol=10.2
C 1.20777 -1.92229 0.77266 0.58 -2.16 -2.90 -0.611
N 0.26933 -0.91118 0.62391 -1.57 0.45 0.69 0.199
C -0.50606 -0.07714 0.56210 0.85 0.38 -1.02 0.507
C -1.30987 1.05408 0.25451 -2.30 -0.23 2.43 -0.472
C -1.04775 1.88335 -0.76925 0.90 -1.50 0.48 -0.088
C 0.14278 1.57919 -1.58091 -0.06 0.66 -0.65 0.015
N 1.08029 1.33178 -2.22306 -1.41 0.25 1.11 -0.281
H 2.18550 -1.38141 0.67493 -0.56 -1.38 0.26 0.321
H 0.94724 -2.76365 -0.03778 1.12 2.26 0.79 0.312
H 0.99852 -2.60179 1.56884 0.23 0.53 1.59 0.352
H -2.19761 1.13228 1.03271 1.76 0.29 -2.04 0.318
H -1.77014 2.67677 -0.87867 0.44 0.44 -0.72 0.427

Entry 2:
9
Properties=species:S:1:pos:R:3:forces:R:3:mulliken_charge:R:1 method="wB97M-V/def2-TZVPD" smiles=FP(SS)C(F)(F)F molar_mass_da=184.12 e_tot_ha=-1575.88564 gap_ha=0.2905 largest_force_ha_per_bohr=0.04663 homo_energy_ev=-9.15 relative_energy_kcal_mol=26.0
F -1.91279 1.37054 1.00327 0.78 0.37 -0.60 -0.239
P -0.37108 1.27086 0.51459 -1.05 -0.88 -1.60 0.260
S -0.57629 0.42239 -1.98184 0.28 0.27 2.22 -0.127
S 1.28946 0.64147 -2.71391 1.53 -0.80 0.17 -0.167
C -0.20259 -0.49032 1.26398 0.28 0.80 -0.25 0.744
F 0.69081 -0.42268 2.29000 -0.44 -0.28 -0.31 -0.235
F -1.35987 -0.95591 1.71324 0.07 -0.16 0.32 -0.216
F 0.25685 -1.33180 0.35067 0.52 -0.67 0.07 -0.193
H 2.18551 -0.50454 -2.44000 -1.97 1.36 -0.04 0.173

Entry 3:
31
Properties=species:S:1:pos:R:3:forces:R:3:mulliken_charge:R:1 method="wB97M-V/def2-TZVPD" molar_mass_da=204.27 total_charge=-1 e_tot_ha=-651.51603 gap_ha="0.1015 / 0.2488" largest_force_ha_per_bohr=0.13283 spin_multiplicity=2 homo_energy_ev="0.71 / -3.40" relative_energy_kcal_mol=61.3
C 2.10812 0.44280 -1.91149 -2.00 2.57 1.94 -0.460
C 2.25207 -0.38156 -0.59339 2.43 0.37 -1.29 -0.263
C 1.71349 1.98775 -1.67485 2.54 -5.22 3.60 0.277
O 1.46875 2.79105 -2.48613 -1.07 2.54 -3.03 -0.607
N 1.70857 2.27557 -0.33451 -0.49 1.36 -0.69 -0.294
H 2.90784 0.39290 -2.58177 1.46 -0.09 -0.91 0.438
H 1.21830 0.14778 -2.45446 -0.20 -0.72 -0.08 0.250
H 2.37266 -1.42062 -1.09336 -0.08 1.23 2.20 0.278
H 1.34750 3.19116 -0.22085 -0.21 0.83 0.66 0.236
H 2.03085 1.81287 0.48641 -0.02 -0.72 -0.20 0.184
H 1.41384 -0.21279 0.02702 -1.47 -0.81 0.18 -0.344
H 3.08237 0.02517 0.19135 -1.02 -1.38 -2.41 0.255
C -2.76247 1.28689 -0.22229 0.99 1.06 -0.07 -1.573
C -0.66421 -1.04169 1.53358 3.08 -1.35 1.41 -0.265
C -1.46351 -0.62393 0.52268 0.05 -1.89 -1.65 1.492
C -1.86326 0.72356 0.75230 1.04 -2.60 0.90 0.439
C -1.20462 1.09161 1.89551 -0.76 2.23 0.07 -1.063
C 0.23090 -2.23926 1.54643 -2.24 3.26 0.32 -1.315
C 0.20039 -3.04379 0.47411 -2.80 -2.03 -4.03 -0.547
C -1.55718 -1.62963 -0.56559 -1.70 2.36 -0.85 -0.541
C -0.83085 -2.78464 -0.56639 2.49 -0.97 2.45 -0.537
N -0.46735 0.02311 2.37165 0.17 0.42 0.75 0.008
H -0.05904 -0.04003 3.30098 -0.15 0.12 -0.65 0.232
H 0.80774 -2.49190 2.35488 1.35 -0.16 2.08 0.476
H -1.08662 2.15332 2.16145 0.05 -0.81 0.64 0.329
H 0.77877 -3.97519 0.46604 -0.27 0.25 -0.14 0.293
H -2.08318 -1.42796 -1.52241 -0.14 0.11 0.90 0.171
H -3.00382 2.29617 -0.03411 -0.11 1.49 -0.05 0.400
H -3.66868 0.76786 -0.23753 -1.45 -1.10 -0.28 0.357
H -1.24681 -3.51384 -1.23239 0.85 -0.69 -0.59 0.380
H -2.20341 1.14723 -1.12583 -0.34 0.32 -1.20 0.316

Entry 4:
84
Properties=species:S:1:pos:R:3:forces:R:3:mulliken_charge:R:1 method="wB97M-V/def2-TZVPD" molar_mass_da=766.77 e_tot_ha=-2358.83180 gap_ha="0.2240 / 0.2461" largest_force_ha_per_bohr=0.07571 spin_multiplicity=3 homo_energy_ev="-6.14 / -7.83" relative_energy_kcal_mol=63.2
Pt -0.06026 1.37136 -1.69260 -0.94 -2.06 3.17 1.140
C -1.25359 1.54922 -3.36960 -0.20 -2.07 -0.40 -0.414
C -0.63283 0.23989 -3.40046 -1.55 0.90 -1.30 -0.189
C 0.51169 -0.07970 -4.32151 0.41 -0.20 -0.01 -1.110
C 1.58960 1.00195 -4.24140 0.62 -0.39 -0.61 -1.025
C 1.65487 1.62998 -2.87687 0.89 1.78 0.26 0.507
C 1.05641 2.88612 -2.45046 2.38 0.16 -1.31 -0.313
C 0.14955 3.68365 -3.36137 -0.28 -0.19 0.32 -1.117
C -0.78961 2.74443 -4.15030 -0.31 0.49 -0.41 -0.908
C 0.32756 1.93369 0.27625 0.84 0.13 0.25 -0.636
H -2.29236 1.60496 -2.99164 0.66 -0.12 -0.15 0.483
H -1.23961 -0.64264 -3.17589 -0.13 0.51 0.20 0.881
H 0.21613 -0.29313 -5.36373 -0.17 0.28 0.31 0.385
H 0.97830 -1.01690 -3.98874 -0.16 0.06 0.06 0.341
H 2.54923 0.49215 -4.42667 -0.16 0.34 0.09 0.419
H 1.51967 1.75961 -5.02211 -0.19 -0.03 0.01 0.355
H 2.59914 1.35441 -2.38011 -0.75 0.13 0.25 0.149
H 1.67528 3.42243 -1.70655 -0.71 -0.11 -0.37 0.592
H 0.69745 4.33649 -4.04180 0.17 -0.04 -0.08 0.431
H -0.46577 4.34414 -2.74297 0.07 -0.01 0.04 0.346
H -1.69936 3.29630 -4.38132 0.06 0.17 -0.31 0.472
H -0.33258 2.44293 -5.09073 -0.10 0.03 -0.03 0.270
H -0.58391 2.05662 0.88431 0.49 -0.02 -0.28 -0.240
H 0.93515 2.85216 0.28591 -0.14 -0.19 0.36 0.656
H 0.88743 1.09217 0.75076 -0.47 1.02 -0.13 0.019
P 2.16549 -0.90354 0.49610 1.32 1.56 -0.55 -0.824
P -1.28629 -0.70160 0.16655 -0.98 2.04 -0.04 -0.269
N 3.58634 -0.20445 -0.39329 0.04 0.29 -0.21 0.946
N 3.13419 -1.98623 1.42238 0.30 -1.22 1.04 0.974
N -2.85474 0.21274 -0.64302 -0.35 0.06 -0.23 1.273
N -2.45422 -1.72354 0.99681 -0.51 -1.44 1.10 0.710
C 1.32118 -1.81515 -0.85929 -0.24 -0.57 -0.08 -0.324
C -0.23590 -2.00600 -0.74729 -0.80 -0.56 -0.39 -1.614
C 3.82238 1.17038 -0.32182 0.34 -0.44 0.25 -0.879
C 5.11674 1.43213 -0.72838 -0.78 -0.01 0.08 -0.511
C 5.71131 0.19479 -1.10496 -0.93 -0.73 0.27 -0.841
C 4.75507 -0.80268 -0.89424 0.01 1.05 0.08 -0.594
C 3.86624 -1.43843 2.49784 -0.25 -1.04 -0.46 -0.628
C 4.50442 -2.46733 3.16280 -0.51 0.29 -0.76 -0.538
C 4.15169 -3.70129 2.50994 -0.64 0.95 -0.63 -0.716
C 3.29846 -3.37670 1.45097 0.84 0.43 0.88 -0.547
C -3.00989 1.60125 -0.51733 -0.23 -0.13 -0.64 -0.758
C -4.15693 2.02415 -1.20158 0.91 -0.90 0.79 -0.869
C -4.79293 0.85024 -1.71421 1.00 -0.42 0.50 -0.838
C -3.99405 -0.23379 -1.32176 0.26 0.73 -0.34 -0.878
C -3.68460 -1.32669 1.56103 0.42 -0.86 0.27 -0.445
C -4.11731 -2.27849 2.47245 1.03 0.49 -0.84 -0.881
C -3.11076 -3.29395 2.51615 0.25 0.48 -0.33 -0.736
C -2.10661 -2.92683 1.64432 -0.97 0.52 -0.02 -0.519
H 1.79549 -2.80882 -0.85133 -0.32 0.07 -0.44 0.999
H 1.57427 -1.33077 -1.82322 0.00 -0.09 0.70 -0.372
H -0.64750 -2.14766 -1.76106 0.23 -0.09 0.31 0.552
H -0.44665 -2.94351 -0.21371 0.08 0.22 -0.27 0.502
H 3.02829 1.82169 0.03785 0.34 -0.14 -0.04 0.532
H 5.56636 2.41704 -0.76107 -0.04 -0.20 -0.03 0.457
H 6.72952 0.07210 -1.46169 -0.34 -0.15 0.02 0.436
H 4.79637 -1.86579 -1.08133 0.05 0.08 0.18 0.472
H 3.85573 -0.36484 2.64844 0.07 -0.24 0.03 0.411
H 5.17157 -2.33434 4.00403 -0.13 -0.10 -0.09 0.452
H 4.50105 -4.68230 2.80743 -0.19 0.12 -0.21 0.436
H 2.82047 -4.00666 0.71420 0.06 0.05 0.12 0.400
H -2.31096 2.20696 0.05464 -0.20 -0.36 -0.40 0.266
H -4.48759 3.05305 -1.25968 -0.03 -0.17 -0.01 0.472
H -5.70190 0.82577 -2.31307 0.28 -0.19 0.31 0.434
H -4.18190 -1.28889 -1.44292 0.14 -0.01 -0.14 0.461
H -4.15728 -0.41708 1.25147 -0.04 0.13 -0.04 0.458
H -5.01966 -2.23270 3.06214 0.01 0.02 -0.13 0.422
H -3.13302 -4.18187 3.13043 0.10 0.02 -0.08 0.443
H -1.17917 -3.41439 1.42475 0.09 -0.18 0.08 0.402
C -3.02357 2.27006 2.83747 0.18 0.41 -0.11 -1.143
C -2.31044 1.14318 3.47396 1.29 -1.53 0.19 0.925
C -2.79856 0.47737 4.65443 0.63 -1.49 0.86 -0.857
C -1.92629 -0.58819 4.89478 -1.23 1.17 0.04 -0.840
C -0.93119 -0.54481 3.85798 -1.29 1.53 -0.63 0.350
C 0.12305 -1.56763 3.70139 0.35 -0.31 -0.11 -0.343
N -1.17711 0.51758 3.01903 -0.27 0.02 0.41 -0.075
H -3.91579 1.90502 2.30949 0.18 0.04 0.02 0.139
H -2.39513 2.81810 2.13076 -0.09 -0.14 0.12 0.259
H -3.37370 2.97065 3.60828 0.06 -0.16 -0.15 0.491
H -3.70360 0.75213 5.19906 0.38 -0.15 -0.12 0.435
H -1.95840 -1.35740 5.65679 -0.17 0.21 0.01 0.454
H -0.26628 -2.53729 4.06385 0.26 0.43 -0.17 0.341
H 0.44162 -1.68172 2.65478 -0.09 0.14 0.33 -0.415
H 1.01504 -1.31528 4.30106 -0.23 -0.05 -0.20 0.455